Record 1
Density functional theory data (ωB97M-V with the def2-TZVPD basis set) for C27H31BMnN7O2SSe as an isolated structure in a non-equilibrium geometry.

## Properties
- Molecular weight: 662.369 g mol⁻¹
- Highest occupied orbital energy (spin up / spin down): -3.10 / -2.85 eV
- <S²>: 0.7717
- Multiplicity: 2
- E_tot: -5556.91666 Eh
- Energy above the lowest of the compared OMol25 structures with the same formula, charge and spin: 0.0 kJ/mol
- Total charge: -1
- LUMO (spin up / spin down): 0.090 / 0.090 hartree

XYZ file:
```
71
C27H31BMnN7O2SSe (ωB97M-V with the def2-TZVPD basis set)
Mn -0.55 -0.52 0.82
C 1.60 -1.61 -1.27
N 1.48 -0.48 -0.37
C 1.78 0.82 -0.96
C 0.82 1.83 -0.42
N 0.01 1.59 0.54
C -0.70 2.77 0.75
C -1.69 3.05 1.67
C -2.22 4.32 1.67
C -1.77 5.30 0.75
C -0.78 5.03 -0.17
C -0.25 3.75 -0.14
N 0.76 3.12 -0.87
C 0.76 -2.72 -0.72
N -0.08 -2.55 0.23
C -0.65 -3.81 0.47
C -1.60 -4.19 1.40
C -1.97 -5.52 1.42
C -1.40 -6.46 0.53
C -0.45 -6.09 -0.39
C -0.09 -4.74 -0.40
N 0.83 -4.01 -1.15
H 2.63 -1.97 -1.40
H 1.21 -1.31 -2.25
H 2.00 -0.64 0.49
H 1.63 0.77 -2.04
H 2.80 1.16 -0.76
H -2.02 2.27 2.35
H -3.01 4.58 2.37
H -2.22 6.29 0.77
H -0.44 5.78 -0.87
H 1.15 3.43 -1.74
H -2.02 -3.45 2.08
H -2.71 -5.86 2.14
H -1.72 -7.49 0.57
H -0.02 -6.81 -1.08
H 1.38 -4.34 -1.92
Se -0.47 0.52 -3.47
C -4.97 -6.03 -1.15
C -5.78 -4.74 -0.98
C -6.61 -4.85 0.30
C -6.75 -4.59 -2.17
C -4.81 -3.55 -0.94
C -4.54 -2.86 0.23
C -3.59 -1.82 0.30
C -2.93 -1.52 -0.86
O -1.94 -0.58 -1.07
B -1.65 -0.59 -2.50
O -2.44 -1.66 -3.05
C -3.21 -2.17 -2.04
C -4.13 -3.19 -2.12
H -5.63 -6.91 -1.09
H -4.20 -6.11 -0.38
H -4.47 -6.05 -2.13
H -7.34 -5.65 0.19
H -7.14 -3.92 0.51
H -5.98 -5.09 1.17
H -7.47 -5.42 -2.17
H -6.23 -4.60 -3.13
H -7.31 -3.65 -2.10
H -5.05 -3.12 1.15
H -3.36 -1.31 1.22
H -4.29 -3.69 -3.06
N 1.07 -1.82 3.03
C 0.31 -0.62 2.63
N 1.10 0.46 3.28
S -1.48 -0.52 2.98
H 1.31 -1.73 4.02
H 0.48 -2.64 2.94
H 2.02 0.50 2.83
H 0.65 1.34 3.10
```

=====

Record 2
Density functional theory data (ωB97M-V with the def2-TZVPD basis set) for C27H31F5N3O5OsSSe2Te as an isolated structure in a non-equilibrium geometry.

## Properties
- Molecular weight: 1080.368 g mol⁻¹
- Highest occupied orbital energy (spin up / spin down): -1.57 / -4.90 eV
- <S²>: 6.0295
- Multiplicity: 5
- E_tot: -7646.98739 Eh
- Energy above the lowest of the compared OMol25 structures with the same formula, charge and spin: 152.0 kJ/mol
- Total charge: -1
- LUMO (spin up / spin down): 0.073 / 0.061 hartree

XYZ file:
```
76
C27H31F5N3O5OsSSe2Te (ωB97M-V with the def2-TZVPD basis set)
Os -16.59 7.48 -1.04
C -15.58 11.80 -5.23
C -17.08 12.14 -5.34
C -17.30 13.68 -5.30
C -17.63 11.53 -6.67
C -17.90 11.52 -4.20
C -19.19 12.09 -4.03
C -20.06 11.67 -3.05
C -19.62 10.61 -2.23
S -20.57 9.80 -1.05
C -19.23 8.71 -0.81
N -18.17 8.91 -1.58
C -18.36 10.06 -2.40
C -17.49 10.46 -3.42
C -19.31 7.57 0.06
C -20.48 7.06 0.68
C -20.40 5.99 1.57
C -19.17 5.28 1.69
C -18.21 5.51 0.74
C -18.18 6.70 0.02
H -15.00 12.15 -6.12
H -15.45 10.70 -5.20
H -15.15 12.21 -4.29
H -16.57 14.22 -5.91
H -17.17 13.98 -4.23
H -18.33 14.10 -5.60
H -16.97 11.88 -7.50
H -18.68 11.89 -6.79
H -17.65 10.43 -6.53
H -19.51 12.90 -4.69
H -21.01 12.15 -2.80
H -16.49 10.05 -3.43
H -21.41 7.51 0.41
H -21.20 5.76 2.23
H -19.12 4.48 2.42
H -17.35 4.85 0.61
O -12.24 5.05 -4.28
C -12.83 6.34 -4.43
C -14.10 6.64 -3.49
C -14.14 8.09 -2.99
O -15.38 8.49 -2.41
C -15.22 6.37 -4.43
Se -16.84 7.34 -4.12
C -13.98 5.67 -2.32
Se -14.87 5.92 -0.59
H -11.43 5.03 -4.79
H -13.10 6.57 -5.48
H -12.11 7.11 -4.15
H -13.98 8.76 -3.84
H -13.31 8.27 -2.27
H -15.34 9.79 -1.54
H -15.62 5.34 -4.37
H -15.01 6.61 -5.47
H -12.98 5.90 -1.90
H -14.02 4.62 -2.67
F -20.37 4.52 -2.27
Te -18.71 3.98 -3.25
F -16.90 3.28 -3.79
F -18.19 3.44 -1.47
F -17.54 6.02 -5.32
F -19.52 2.23 -3.57
O -17.37 6.48 -2.56
C -15.53 8.51 4.17
N -15.64 9.06 2.83
C -15.68 10.43 2.70
C -15.63 10.96 1.47
C -15.66 10.08 0.33
O -15.50 10.53 -0.85
N -15.99 8.79 0.53
C -15.87 8.19 1.77
O -15.89 6.98 1.89
H -16.18 8.98 4.92
H -14.50 8.60 4.54
H -15.72 7.43 4.12
H -15.79 11.02 3.61
H -15.55 12.03 1.32
```